1.
DFT (wB97M-V/def2-TZVPD) results for C5H37N2O13 as an isolated structure.

electronic energy	-1299.7432	Ha
LUMO	-2.35	eV
max |F|	16.688	eV/A
charge	+1
relative energy (zero: lowest compared OMol25 entry of this formula, charge and spin)	310.6	kcal per mole

Positions of all 57 atoms, in Å:
1 N -0.204 -0.782 2.115
2 C -1.233 -0.638 1.070
3 C -0.953 0.491 0.109
4 N -1.745 1.715 0.442
5 C -3.017 1.665 -0.279
6 C -0.888 2.884 0.091
7 C -0.394 3.561 1.312
8 O 0.570 4.296 1.361
9 H 0.711 -0.404 1.772
10 H 0.026 -1.750 2.380
11 H -0.505 -0.302 2.960
12 H -1.296 -1.551 0.479
13 H -2.236 -0.800 1.455
14 H 0.055 0.799 0.370
15 H -0.851 0.359 -0.965
16 H -3.770 2.369 0.056
17 H -3.422 0.661 -0.139
18 H -2.823 1.731 -1.352
19 H -1.530 3.570 -0.487
20 H -0.215 2.563 -0.703
21 H -0.872 3.303 2.272
22 H 2.357 -1.500 2.530
23 H 2.710 -2.968 2.585
24 O 1.957 -2.384 2.386
25 H 1.871 4.131 0.120
26 H 3.103 4.033 -0.762
27 O 2.298 3.547 -0.521
28 H 1.695 0.103 -1.904
29 H 1.231 1.491 -2.413
30 O 1.005 0.519 -2.465
31 H 2.511 0.793 3.354
32 H 2.788 0.634 1.777
33 O 2.290 0.266 2.574
34 H -1.385 -1.844 -2.734
35 H -2.672 -2.117 -3.582
36 O -2.385 -1.883 -2.678
37 H -0.957 -2.557 -2.715
38 H -1.623 -2.866 -1.498
39 O -0.720 -2.822 -1.807
40 H -2.557 -2.836 -1.320
41 H -3.664 -3.460 -0.484
42 O -2.721 -3.406 -0.512
43 H -2.545 1.912 3.486
44 H -2.152 1.293 2.200
45 O -1.950 1.244 3.132
46 H 3.330 0.399 -0.287
47 H 2.910 1.961 0.005
48 O 3.198 1.077 0.399
49 H 2.510 -1.666 -1.031
50 H 3.767 -1.361 -1.870
51 O 3.087 -0.919 -1.363
52 H 0.624 -1.855 -2.027
53 H 0.457 -1.343 -3.504
54 O 0.255 -2.059 -2.903
55 H 1.167 -2.848 -0.778
56 H 1.482 -2.423 0.602
57 O 1.321 -2.027 -0.313

Cartesian forces, eV/Å:
N 0.3 -0.3 -0.3
C -1.1 -2.4 -2.1
C 0.3 2.0 1.9
N 0.5 -0.2 -0.4
C 0.4 -0.8 -0.4
C -2.5 -0.6 -1.2
C 1.6 0.2 0.7
O -0.4 0.0 -0.2
H -0.7 0.2 0.8
H -0.3 0.1 -0.2
H 0.2 0.5 0.2
H 1.0 -0.4 -0.1
H -0.1 1.2 0.7
H 0.5 -0.1 -0.1
H -0.7 -0.8 -0.2
H 0.2 0.3 0.1
H -0.2 0.0 0.1
H -0.3 0.3 -0.2
H 0.1 0.3 0.5
H 0.9 0.4 0.5
H -0.4 0.0 -0.3
H -0.2 0.4 0.1
H -0.5 -0.2 -0.1
O 0.9 -0.5 0.0
H -0.5 0.0 0.3
H -0.2 -0.3 -0.1
O 0.9 0.1 -0.5
H -0.1 0.2 -0.6
H -0.3 -1.5 -0.2
O 0.5 1.8 0.5
H 0.0 -0.1 -0.2
H -0.2 0.2 0.0
O 0.2 0.0 0.4
H -4.3 5.9 -0.1
H -0.4 0.3 0.5
O -2.7 2.2 -3.3
H 3.1 -7.2 1.8
H 4.2 -1.7 1.1
O -6.8 -8.3 9.6
H -4.2 -0.7 1.6
H -1.1 -0.2 0.2
O -0.2 0.4 0.3
H 0.1 -0.1 0.5
H 0.2 0.3 -1.3
O -0.1 -0.1 1.3
H 0.0 0.1 -0.1
H 0.3 -1.2 0.5
O -0.2 1.4 -0.4
H 0.5 1.1 0.3
H 0.5 0.3 -0.4
O 0.7 -0.5 -0.5
H -0.4 0.8 -1.3
H 1.6 0.8 -0.6
O 10.8 7.6 -10.2
H -0.9 -0.9 -0.6
H 0.1 1.0 -0.6
O -0.4 -1.6 2.4

=====

2.
DFT (wB97M-V/def2-TZVPD) results for a 13-piece molecular cluster, C5H37NO12S overall.

electronic energy	-1568.4496	Ha
LUMO	0.03	eV
max |F|	2.836	eV/A
charge	0
relative energy (zero: lowest compared OMol25 entry of this formula, charge and spin)	87.0	kcal per mole

Positions of all 56 atoms, in Å:
1 C -1.764 1.484 -0.583
2 C -2.061 2.097 0.758
3 S -3.784 1.856 1.409
4 C -1.715 -0.063 -0.259
5 N -1.009 -0.777 -1.312
6 C -1.712 -0.996 -2.558
7 C -0.464 -2.064 -0.780
8 H -2.528 1.576 -1.351
9 H -0.770 1.720 -0.968
10 H -2.057 3.187 0.840
11 H -1.303 1.765 1.461
12 H -3.579 0.610 1.827
13 H -1.259 -0.292 0.688
14 H -2.796 -0.246 -0.216
15 H -1.438 -1.957 -2.974
16 H -1.399 -0.263 -3.310
17 H -2.806 -1.099 -2.588
18 H -0.312 -2.075 0.283
19 H 0.427 -2.172 -1.396
20 H -1.027 -2.931 -1.118
21 H 1.195 2.701 2.664
22 H 0.748 4.090 2.036
23 O 0.639 3.144 2.019
24 H -0.255 -2.392 2.615
25 H -1.196 -1.448 3.329
26 O -1.166 -2.067 2.586
27 H -3.127 -3.258 1.217
28 H -2.282 -2.468 0.361
29 O -3.113 -2.956 0.313
30 H 5.049 1.456 -1.631
31 H 3.687 0.780 -1.892
32 O 4.098 1.585 -1.563
33 H -2.276 0.507 4.409
34 H -1.036 1.372 4.197
35 O -1.344 0.460 4.183
36 H 1.306 -0.687 -0.107
37 H 1.585 -0.396 -1.585
38 O 1.993 -0.388 -0.696
39 H 1.056 3.678 -0.703
40 H 2.349 3.344 -1.169
41 O 1.542 3.732 -1.543
42 H 0.311 -1.977 -4.603
43 H -0.278 -3.116 -4.108
44 O 0.552 -2.638 -3.936
45 H 2.278 0.904 -3.520
46 H 0.773 1.075 -3.108
47 O 1.476 0.452 -3.267
48 H 0.502 -0.539 3.070
49 H 1.729 -0.738 3.958
50 O 1.452 -0.412 3.102
51 H 3.558 1.877 0.128
52 H 2.857 1.219 1.361
53 O 3.493 1.888 1.099
54 H 1.871 -3.316 0.471
55 H 1.856 -1.973 1.247
56 O 1.475 -2.857 1.215

Cartesian forces, eV/Å:
C 0.5 -2.1 0.8
C -0.8 1.5 0.4
S 0.8 -0.3 -0.1
C -1.0 1.7 -2.0
N -0.5 -1.2 1.3
C -0.1 -0.1 -0.9
C 0.0 0.5 -2.6
H 0.0 0.6 0.0
H 0.0 0.5 0.1
H 0.5 0.0 -0.6
H -0.2 -0.1 0.3
H -0.2 -0.3 0.1
H 0.2 0.2 0.4
H 0.1 -1.0 0.2
H 0.4 0.0 0.1
H -0.3 0.1 0.0
H -0.1 0.6 0.8
H 0.2 0.1 0.1
H 0.6 -0.4 0.7
H -0.6 -0.2 0.4
H 0.4 0.5 0.0
H 0.5 0.3 0.4
O -0.8 -0.7 -0.4
H -0.1 -0.4 -0.3
H -0.4 0.1 -0.1
O 0.4 0.1 0.3
H -0.4 -0.4 0.6
H -0.1 0.1 -0.3
O 0.2 0.2 0.0
H 0.0 0.0 0.0
H -0.1 -0.3 0.3
O 0.1 0.3 -0.5
H -0.2 0.1 0.0
H 0.0 0.0 -0.1
O 0.1 -0.2 0.1
H -0.4 0.0 0.0
H 0.0 0.2 0.4
O 0.6 0.1 -0.3
H -0.6 0.2 -0.4
H 0.4 0.0 -0.8
O 0.2 -0.4 1.2
H 1.1 0.7 0.2
H 0.5 -0.9 0.8
O -1.2 -0.1 -1.2
H -0.1 0.6 -0.1
H -0.1 0.7 0.1
O 0.1 -1.2 -0.2
H -0.3 0.2 0.0
H 0.1 -0.1 0.2
O 0.3 0.2 -0.5
H -0.1 -0.5 0.3
H 0.0 -0.1 -0.3
O 0.1 0.5 0.3
H 0.1 0.1 -0.1
H 0.4 -0.1 0.0
O 0.0 -0.2 0.7

=====

3.
DFT (wB97M-V/def2-TZVPD) results for a 14-piece molecular cluster, C5H37NO15 overall.

electronic energy	-1396.0393	Ha
LUMO	-0.10	eV
max |F|	1.338	eV/A
charge	0
relative energy (zero: lowest compared OMol25 entry of this formula, charge and spin)	95.6	kcal per mole

Positions of all 58 atoms, in Å:
1 C 0.394 0.169 -0.303
2 N -0.809 0.554 0.431
3 C -0.839 0.365 1.903
4 C -1.458 -0.933 2.427
5 C -2.984 -1.040 2.247
6 O -1.193 -1.051 3.843
7 C 0.521 0.441 2.624
8 O 1.471 -0.152 2.190
9 H 0.716 -0.873 -0.160
10 H 1.275 0.688 0.070
11 H 0.214 0.355 -1.360
12 H -1.599 0.067 0.009
13 H -1.439 1.223 2.227
14 H -0.978 -1.806 1.980
15 H -3.255 -1.430 1.261
16 H -3.337 -1.748 2.991
17 H -3.466 -0.060 2.285
18 H -1.723 -0.348 4.245
19 H 0.537 1.108 3.497
20 H 1.822 -3.149 1.640
21 H 2.529 -4.411 2.004
22 O 2.699 -3.545 1.614
23 H 1.836 3.525 3.551
24 H 2.623 4.215 2.560
25 O 2.749 3.812 3.432
26 H 0.234 -3.582 -2.457
27 H -0.085 -2.560 -3.509
28 O -0.535 -3.126 -2.853
29 H -2.983 3.374 1.167
30 H -2.029 2.315 0.553
31 O -2.090 3.234 0.851
32 H 2.731 2.281 -2.854
33 H 2.941 0.788 -2.586
34 O 3.019 1.456 -3.271
35 H -0.175 -4.089 0.952
36 H -0.867 -4.981 1.982
37 O -0.002 -4.672 1.706
38 H 1.030 2.796 0.853
39 H -0.193 3.485 1.344
40 O 0.684 3.213 1.656
41 H -2.803 -1.811 -1.171
42 H -1.428 -1.641 -1.987
43 O -2.161 -1.202 -1.532
44 H 2.551 4.222 -1.323
45 H 1.421 3.241 -1.843
46 O 2.150 3.357 -1.203
47 H -1.959 1.258 -1.789
48 H -2.023 0.381 -2.987
49 O -1.922 1.311 -2.750
50 H -0.598 2.458 -2.885
51 H 0.792 2.496 -3.681
52 O 0.181 2.983 -3.127
53 H 1.870 -1.063 -4.297
54 H 0.518 -0.388 -4.462
55 O 1.000 -0.997 -3.894
56 H 1.672 -4.251 -0.419
57 H 1.646 -2.732 -0.681
58 O 1.106 -3.529 -0.711

Cartesian forces, eV/Å:
C 0.4 -0.4 0.2
N 0.0 -0.3 0.3
C 0.0 0.4 -0.1
C -0.8 -0.3 0.3
C 0.6 0.0 -0.9
O -0.1 0.5 -0.4
C -0.3 0.5 -1.2
O 0.2 -0.1 0.6
H -0.5 -0.1 -0.1
H -0.2 0.5 -0.3
H 0.2 0.1 0.0
H 0.3 -0.2 0.2
H 0.0 -0.2 0.6
H 0.2 0.1 0.0
H 0.1 -0.1 0.0
H -0.3 0.2 0.1
H -0.1 -0.1 0.5
H 0.2 -0.2 0.3
H 0.3 -0.2 0.2
H 0.1 0.2 0.2
H 0.1 0.0 0.1
O 0.0 -0.2 0.0
H 0.1 -0.2 0.3
H 0.4 -0.1 0.1
O -0.3 0.3 -0.3
H -0.6 0.2 0.4
H -0.3 -0.1 0.1
O 0.6 0.1 -0.5
H -0.2 0.1 0.0
H 0.3 -0.1 0.0
O 0.0 0.1 -0.1
H 0.4 -0.2 0.4
H -0.1 0.1 0.2
O -0.2 0.0 -0.6
H 0.2 -0.1 -0.1
H -0.1 -0.1 0.2
O -0.1 0.2 -0.2
H 0.4 0.2 0.1
H -0.2 0.1 0.3
O -0.3 -0.2 -0.5
H 0.2 -0.6 -0.3
H -0.1 -1.1 0.2
O -0.2 1.2 0.1
H -0.2 0.1 -0.1
H -0.3 0.6 0.1
O 0.2 -0.5 0.1
H -0.1 0.1 0.1
H -0.1 0.0 0.0
O -0.1 0.0 0.1
H 0.1 -0.5 -0.5
H -0.3 -0.6 -0.2
O 0.5 1.0 0.4
H 0.2 0.1 0.0
H 0.1 0.1 0.0
O -0.2 -0.1 -0.1
H 0.3 0.2 0.2
H 0.2 -0.1 0.1
O -0.3 -0.1 -0.3

=====

4.
DFT (wB97M-V/def2-TZVPD) results for a 14-piece molecular cluster, C5H38N2O14 overall.

electronic energy	-1376.1243	Ha
LUMO	-0.06	eV
max |F|	2.926	eV/A
charge	0
relative energy (zero: lowest compared OMol25 entry of this formula, charge and spin)	117.9	kcal per mole

Positions of all 59 atoms, in Å:
1 O 0.001 0.283 -0.539
2 C -0.577 -0.812 -0.414
3 N -1.685 -0.954 -1.208
4 C -2.448 -2.183 -1.374
5 C -1.871 -0.007 -2.312
6 C -0.119 -1.866 0.548
7 N -0.125 -3.177 -0.123
8 C 1.150 -3.914 -0.070
9 H -2.624 -2.641 -0.396
10 H -3.443 -1.963 -1.744
11 H -1.921 -2.935 -1.956
12 H -2.811 0.531 -2.215
13 H -1.640 -0.493 -3.259
14 H -1.068 0.722 -2.340
15 H -0.809 -1.836 1.410
16 H 0.809 -1.785 1.116
17 H -0.838 -3.722 0.343
18 H 1.114 -4.575 0.805
19 H 2.010 -3.265 0.076
20 H 1.227 -4.502 -0.984
21 H 1.309 1.873 -0.410
22 H 1.952 0.801 0.408
23 O 2.053 1.730 0.185
24 H 3.800 0.658 -1.471
25 H 4.246 1.715 -0.533
26 O 4.605 1.097 -1.183
27 H -2.387 -0.144 2.615
28 H -1.329 -0.675 3.490
29 O -2.280 -0.804 3.319
30 H 2.787 0.670 -3.265
31 H 2.304 1.438 -4.561
32 O 2.530 0.598 -4.183
33 H -4.142 0.991 0.330
34 H -3.384 -0.192 0.025
35 O -3.831 0.198 0.794
36 H -2.705 2.290 0.808
37 H -2.905 3.070 1.945
38 O -3.088 3.155 1.003
39 H -2.054 -2.384 2.896
40 H -2.409 -3.706 2.595
41 O -1.671 -3.142 2.326
42 H 1.861 3.757 2.263
43 H 1.795 2.408 1.603
44 O 1.905 2.827 2.507
45 H 1.583 0.180 4.425
46 H 1.151 1.277 3.582
47 O 0.760 0.512 4.041
48 H 0.496 -0.646 -4.703
49 H -0.006 -1.979 -4.401
50 O -0.336 -1.147 -4.767
51 H -0.024 2.589 2.409
52 H -1.017 3.219 3.264
53 O -0.895 2.383 2.799
54 H 1.620 -0.980 -1.172
55 H 2.504 -1.889 -2.025
56 O 2.540 -1.234 -1.331
57 H 2.692 4.065 -1.727
58 H 1.357 4.351 -0.988
59 O 2.293 4.171 -0.864

Cartesian forces, eV/Å:
O 0.7 -0.7 0.8
C 0.0 1.9 -0.9
N 0.0 -0.6 0.0
C 0.0 -0.5 1.2
C 1.0 0.3 -0.1
C -0.8 -1.1 0.4
N 0.2 0.5 0.2
C -0.9 -0.3 0.7
H 0.1 0.1 0.0
H 0.0 0.2 -0.4
H -0.1 0.2 -0.4
H -0.2 -0.2 -0.4
H -1.1 -0.3 -0.1
H -0.1 0.2 0.7
H 0.0 0.0 -0.9
H 0.4 1.1 -0.8
H 0.0 -0.1 -0.1
H 0.3 -0.2 -0.2
H 0.0 0.1 -0.3
H 0.4 -0.1 0.1
H 0.0 -0.1 0.0
H -0.1 -0.3 0.0
O 0.3 -0.1 -0.1
H 0.0 -0.5 0.1
H 0.1 0.0 0.0
O -0.1 0.4 0.0
H -0.7 -0.2 0.0
H -0.1 0.1 0.6
O 0.9 0.7 -0.1
H 0.0 0.4 0.1
H 0.0 0.7 0.2
O -0.3 -1.3 -0.4
H -0.5 0.2 0.8
H 0.3 -0.6 0.5
O 0.2 0.4 -1.1
H 0.1 0.0 -0.7
H -0.2 0.7 0.4
O 0.1 -0.6 0.2
H 1.2 -0.1 -1.2
H 0.3 -1.0 -0.5
O -2.1 0.0 2.0
H 0.3 0.2 0.3
H 0.7 0.1 0.5
O -0.6 0.0 -0.6
H -0.4 -0.5 0.3
H -0.7 0.2 0.0
O 1.1 0.0 -0.1
H -0.3 0.4 -0.2
H -0.5 -0.2 -0.1
O 1.1 -0.2 0.2
H -0.2 -0.5 0.1
H -0.4 -0.2 0.3
O 0.2 0.7 -0.3
H 0.0 0.1 -0.1
H 0.0 -0.3 -0.3
O 0.0 0.5 0.1
H 0.0 0.0 -0.3
H 0.0 0.1 -0.3
O -0.1 0.2 0.5